Record 1
One molecule with the formula C12H11NS, computed with the ωB97M-V functional and the def2-TZVPD basis.

Values from the calculation:
Kohn-Sham gap: 9.03 eV
LUMO: 0.6 eV
HOMO: -8.41 eV

```
! wB97M-V def2-TZVPD RIJCOSX def2/J DEFGRID3
* xyz 0 1
C -1.300 0.610 -0.429
C -2.389 0.996 0.348
C -3.301 -0.101 0.741
C -3.292 -1.358 0.098
C -2.397 -1.491 -0.953
C -1.468 -0.484 -1.227
C 1.390 0.704 -0.180
C 1.462 0.126 1.077
C 2.463 -0.755 1.365
C 3.416 -1.104 0.419
C 3.342 -0.509 -0.901
C 2.376 0.455 -1.138
H -0.349 3.804 0.263
H -2.508 1.931 0.803
H -4.107 -0.063 1.532
H -3.947 -2.147 0.461
H -2.410 -2.456 -1.401
H -0.746 -0.549 -2.008
H 0.645 0.471 1.739
H 2.548 -1.288 2.306
H 4.210 -1.742 0.685
H 4.042 -0.802 -1.668
H 2.499 1.156 -1.960
N -0.228 2.736 0.702
S 0.048 1.858 -0.673
*
```


Record 2
A 9-piece molecular cluster, C12H12Cl24F2N5O2 overall, computed with the ωB97M-V functional and the def2-TZVPD basis.

Values from the calculation:
Kohn-Sham gap: 7.90 eV
LUMO: -4.3 eV
HOMO: -12.16 eV

```
! wB97M-V def2-TZVPD RIJCOSX def2/J DEFGRID3
* xyz 1 1
N 5.508 1.272 -3.837
C 4.917 0.061 -3.884
N 4.623 -0.664 -4.978
C 4.019 -1.748 -4.525
N 3.944 -1.770 -3.191
N 4.533 -0.624 -2.787
N 4.607 -0.317 -1.448
C 3.473 0.476 -0.972
O 2.962 1.320 -1.611
F 3.088 0.067 0.203
C 5.845 0.221 -1.023
O 5.921 1.033 -0.171
F 6.888 -0.300 -1.635
H 6.491 1.341 -4.053
H 5.020 2.117 -3.586
H 3.608 -2.555 -5.112
H 3.541 -2.445 -2.554
C -0.769 0.416 1.339
Cl -0.904 -0.072 3.026
Cl -2.054 -0.331 0.395
Cl -0.805 2.175 1.174
H 0.181 0.065 0.959
C -1.990 -2.431 6.800
Cl -1.335 -1.399 5.522
Cl -0.710 -2.907 7.919
Cl -3.295 -1.612 7.650
H -2.391 -3.326 6.342
C -5.878 -0.509 2.223
Cl -6.937 -1.887 1.895
Cl -6.822 0.880 2.754
Cl -4.653 -0.928 3.422
H -5.374 -0.244 1.302
C 0.162 0.769 -4.003
Cl -1.423 0.096 -3.691
Cl 1.439 -0.443 -3.700
Cl 0.296 1.382 -5.644
H 0.326 1.593 -3.318
C -4.101 -4.401 1.238
Cl -4.150 -5.881 0.283
Cl -2.950 -4.551 2.569
Cl -3.693 -3.012 0.227
H -5.084 -4.231 1.657
C 0.904 0.313 8.847
Cl 1.514 1.303 7.517
Cl 2.200 -0.104 9.967
Cl -0.417 1.128 9.683
H 0.516 -0.605 8.427
C -5.441 1.445 -4.702
Cl -3.790 1.888 -5.145
Cl -5.436 0.015 -3.663
Cl -6.262 2.789 -3.913
H -5.980 1.202 -5.607
C 1.245 4.825 -2.813
Cl -0.340 4.052 -2.788
Cl 2.485 3.678 -3.366
Cl 1.233 6.262 -3.820
H 1.495 5.115 -1.801
*
```


Record 3
One molecule with the formula C12H12Cl3N3O2S, computed with the ωB97M-V functional and the def2-TZVPD basis.

Values from the calculation:
Kohn-Sham gap: 9.29 eV
LUMO: 0.5 eV
HOMO: -8.75 eV

```
! wB97M-V def2-TZVPD RIJCOSX def2/J DEFGRID3
* xyz 0 1
C 6.398 2.264 0.389
C 5.505 1.357 0.043
C 4.759 0.496 1.017
N 3.326 0.578 0.817
C 2.623 -0.345 0.134
S 3.224 -1.823 -0.319
N 1.354 0.003 -0.219
N 0.502 -0.985 -0.710
C -0.812 -0.923 -0.417
O -1.298 0.031 0.163
C -1.624 -2.112 -0.917
O -2.849 -1.691 -1.485
C -3.663 -0.879 -0.752
C -4.038 0.347 -1.319
Cl -3.372 0.772 -2.839
C -4.913 1.213 -0.690
C -5.429 0.859 0.546
Cl -6.505 1.929 1.355
C -5.099 -0.350 1.134
C -4.234 -1.212 0.479
Cl -3.908 -2.732 1.224
H 6.923 2.854 -0.341
H 6.652 2.443 1.421
H 5.259 1.183 -0.996
H 5.036 -0.554 0.872
H 4.988 0.787 2.046
H 2.910 1.489 0.949
H 0.831 0.727 0.267
H 1.027 -1.814 -0.995
H -1.105 -2.637 -1.720
H -1.782 -2.799 -0.074
H -5.173 2.151 -1.152
H -5.515 -0.628 2.089
*
```


Record 4
C12H12Cl5N4OOsSe2Te2 as an isolated structure, computed with the ωB97M-V functional and the def2-TZVPD basis.

Values from the calculation:
Kohn-Sham gap (alpha / beta): 7.53 / 5.97 eV
expectation value of S²: 6.028
LUMO (alpha / beta): -3.7 / -5.5 eV
HOMO (alpha / beta): -11.27 / -11.48 eV

```
! wB97M-V def2-TZVPD RIJCOSX def2/J DEFGRID3
* xyz 1 5
Os -0.279 0.361 -0.533
Cl -1.541 7.315 -1.349
C -1.283 5.740 -0.733
C -0.655 4.780 -1.522
Cl -0.089 5.151 -3.096
C -0.497 3.506 -1.007
Cl 0.244 2.233 -1.925
C -0.959 3.123 0.248
O -0.832 1.875 0.668
C -1.551 4.110 1.045
Cl -2.069 3.661 2.615
C -1.713 5.403 0.558
Cl -2.449 6.588 1.545
Se 2.243 -3.354 1.486
Te 1.017 -2.467 3.346
Te 0.142 -0.015 2.509
Se -1.544 -0.988 0.916
C -0.252 -2.520 -1.687
N 0.187 -3.454 -2.683
C -0.257 -3.012 -4.005
N 0.304 -1.695 -4.317
C -0.134 -0.741 -3.335
N 0.303 -1.121 -1.930
C 1.815 -1.264 -1.972
N 2.230 -2.217 -2.966
C 1.649 -3.528 -2.666
C 1.767 -1.785 -4.286
H 0.089 -2.841 -0.704
H -1.340 -2.447 -1.696
H -1.347 -2.957 -4.021
H 0.068 -3.728 -4.759
H -1.224 -0.680 -3.342
H 0.290 0.231 -3.587
H 2.154 -1.590 -0.988
H 2.244 -0.287 -2.212
H 1.982 -3.855 -1.681
H 1.983 -4.246 -3.415
H 2.099 -2.500 -5.037
H 2.194 -0.807 -4.517
*
```


Record 5
One molecule with the formula C12H12ClN3O3S2, computed with the ωB97M-V functional and the def2-TZVPD basis.

Values from the calculation:
Kohn-Sham gap: 7.76 eV
LUMO: 0.0 eV
HOMO: -7.78 eV

```
! wB97M-V def2-TZVPD RIJCOSX def2/J DEFGRID3
* xyz 0 1
O 0.263 3.186 -0.750
C 0.804 2.185 -0.463
C 0.197 1.301 0.561
S 0.243 -0.426 -0.329
C -1.324 -0.851 0.216
N -1.834 -0.339 1.299
N -2.997 -1.188 1.449
C -2.849 -2.183 0.810
C -3.864 -3.289 0.310
C -5.090 -3.484 1.305
C -5.825 -4.495 1.089
C -4.986 -5.462 -0.039
Cl -5.551 -6.859 -0.502
S -3.517 -4.523 -0.369
O -1.852 -2.139 -0.087
N 2.130 1.930 -0.914
C 3.042 1.043 -0.447
C 4.340 1.799 0.494
O 4.923 2.688 -0.636
C 4.065 3.718 -1.011
C 3.025 2.997 -1.757
H 0.902 1.130 1.448
H -0.742 1.422 0.593
H -5.417 -2.617 1.933
H -6.585 -4.993 1.367
H 2.445 0.465 0.145
H 3.487 0.620 -1.253
H 5.001 1.003 0.434
H 4.008 2.209 1.342
H 4.560 4.358 -1.526
H 3.729 4.131 -0.031
H 2.227 3.909 -2.060
H 3.043 2.755 -2.622
*
```


Record 6
One molecule with the formula C12H12ClNO2, computed with the ωB97M-V functional and the def2-TZVPD basis.

Values from the calculation:
Kohn-Sham gap: 8.24 eV
LUMO: 0.8 eV
HOMO: -7.45 eV

```
! wB97M-V def2-TZVPD RIJCOSX def2/J DEFGRID3
* xyz 0 1
C -2.814 -0.741 -0.235
C -1.938 -0.116 0.801
C -2.351 0.324 2.020
O -1.305 0.839 2.782
C -0.166 0.632 2.034
C 1.137 0.819 2.430
O 1.455 1.140 3.742
C 2.175 0.677 1.455
C 1.847 0.196 0.179
C 0.500 -0.099 -0.149
C -0.508 0.139 0.773
C 0.440 -0.576 -1.570
C -0.325 0.368 -2.466
Cl -1.077 -0.500 -3.838
C 1.906 -0.786 -1.946
N 2.661 -0.112 -0.888
H -2.397 -1.652 -0.635
H -3.802 -0.970 0.200
H -2.926 0.016 -1.018
H -3.392 0.312 2.387
H 0.617 1.347 4.212
H 3.235 0.840 1.707
H -0.109 -1.547 -1.603
H -1.111 0.909 -1.917
H 0.371 1.125 -2.844
H 2.098 -0.385 -2.934
H 2.136 -1.856 -1.932
H 3.642 -0.342 -0.748
*
```


Record 7
A 5-piece molecular cluster, C12H12F5O12 overall, computed with the ωB97M-V functional and the def2-TZVPD basis.

Values from the calculation:
Kohn-Sham gap: 9.93 eV
LUMO: 2.7 eV
HOMO: -7.24 eV

```
! wB97M-V def2-TZVPD RIJCOSX def2/J DEFGRID3
* xyz -1 1
F 0.636 -0.197 0.014
C 0.127 -0.972 3.133
C -1.240 -0.696 2.530
O -1.673 0.538 3.063
C -0.656 1.092 3.709
O -0.733 2.140 4.284
O 0.467 0.303 3.681
F -2.147 -1.545 3.058
H 0.873 -1.447 2.368
H 0.193 -1.670 3.885
H -1.364 -0.762 1.428
C -1.354 -3.147 -0.905
C -2.067 -1.802 -1.420
O -3.376 -1.993 -0.911
C -3.548 -3.004 -0.055
O -4.501 -3.258 0.630
O -2.319 -3.674 -0.053
F -2.104 -1.769 -2.755
H -0.356 -3.005 -0.410
H -1.393 -3.918 -1.686
H -1.451 -0.876 -1.267
C 1.867 2.813 0.422
C 2.519 1.969 1.471
O 2.162 2.675 2.672
C 1.445 3.704 2.443
O 1.147 4.448 3.286
O 1.349 3.850 1.223
F 3.868 1.995 1.213
H 0.996 2.299 0.008
H 2.560 3.067 -0.387
H 2.235 0.870 1.276
C 1.109 -0.523 -3.014
C 0.937 0.948 -3.021
O 0.279 1.288 -4.265
C 0.062 0.062 -4.991
O -0.565 -0.096 -6.002
O 0.663 -0.910 -4.346
F 2.193 1.543 -3.014
H 0.501 -0.874 -2.158
H 2.122 -0.839 -2.977
H 0.544 1.392 -2.140
*
```


Record 8
C12H12N6NaO3S as an isolated structure, computed with the ωB97M-V functional and the def2-TZVPD basis.

Values from the calculation:
Kohn-Sham gap: 6.86 eV
LUMO: 2.5 eV
HOMO: -4.39 eV

```
! wB97M-V def2-TZVPD RIJCOSX def2/J DEFGRID3
* xyz -1 1
Na 1.931 -1.210 -0.379
C -2.608 -2.808 2.765
C -1.616 -2.399 1.707
N -1.998 -2.299 0.494
O -3.362 -2.604 0.403
C -0.217 -2.122 2.077
C 0.196 -2.167 3.523
N 0.640 -1.823 1.151
O 1.879 -1.603 1.540
H -3.096 -3.731 2.449
H -3.387 -2.047 2.845
H -2.149 -2.964 3.736
H -3.480 -2.717 -0.543
H -0.416 -1.499 4.134
H 1.232 -1.837 3.571
H 0.128 -3.178 3.932
S 2.799 2.660 -1.699
C 1.368 2.916 -2.525
N 0.508 1.887 -2.777
C -0.658 2.033 -3.436
C -1.071 3.249 -3.888
C -0.230 4.360 -3.653
C 0.955 4.198 -2.999
H 0.804 0.918 -2.482
H -1.232 1.127 -3.575
H -2.006 3.353 -4.417
H -0.534 5.343 -3.993
H 1.623 5.026 -2.813
O 1.152 -0.671 -2.174
N 0.050 -1.293 -2.401
C 0.014 -2.589 -2.251
C -1.218 -3.237 -2.552
N -2.207 -3.759 -2.827
C 1.147 -3.390 -1.904
N 2.118 -3.972 -1.692
*
```


Record 9
C12H12N8O2ReS as an isolated structure, computed with the ωB97M-V functional and the def2-TZVPD basis.

Values from the calculation:
Kohn-Sham gap (alpha / beta): 6.71 / 6.24 eV
expectation value of S²: 3.772
LUMO (alpha / beta): -8.5 / -8.9 eV
HOMO (alpha / beta): -15.18 / -15.12 eV

```
! wB97M-V def2-TZVPD RIJCOSX def2/J DEFGRID3
* xyz 2 4
Re 0.458 -0.192 0.173
O 0.111 -2.915 -2.752
C 0.150 -2.725 -1.586
O -0.086 -1.397 -1.135
C 0.496 -3.688 -0.521
C 0.518 -5.022 -0.918
C 0.844 -6.033 -0.027
C 1.173 -5.719 1.280
C 1.176 -4.394 1.699
C 0.830 -3.386 0.808
S 0.869 -1.789 1.601
H 0.270 -5.249 -1.946
H 0.847 -7.062 -0.359
H 1.435 -6.498 1.982
H 1.442 -4.155 2.720
N 5.120 2.102 -0.762
N 4.003 1.375 -0.976
N 3.722 0.914 -2.188
C 2.543 0.364 -2.001
N 2.151 0.512 -0.721
N 3.121 1.177 -0.069
H 5.795 1.889 -1.487
H 5.433 2.009 0.196
H 1.972 -0.135 -2.768
N 0.733 2.617 4.938
C 0.519 2.606 3.617
C 0.659 1.428 2.849
N 0.437 1.465 1.540
C 0.080 2.629 0.957
C -0.047 3.765 1.738
N 0.169 3.764 3.040
H 0.940 1.787 5.464
H 0.574 3.478 5.438
H 0.943 0.484 3.293
H -0.097 2.640 -0.112
H -0.333 4.705 1.280
*
```


Record 10
An isolated ion of composition C12H12NO and charge +1, computed with the ωB97M-V functional and the def2-TZVPD basis.

Values from the calculation:
Kohn-Sham gap: 7.96 eV
LUMO: -5.2 eV
HOMO: -13.17 eV

```
! wB97M-V def2-TZVPD RIJCOSX def2/J DEFGRID3
* xyz 1 1
C -1.484 2.323 3.023
C -1.870 2.408 1.705
C -0.873 1.137 3.459
C -1.606 1.334 0.840
C -0.539 0.120 2.590
C -0.810 0.231 1.217
C 2.249 -0.942 -2.425
C 1.814 0.275 -2.144
C 0.246 -2.121 -1.510
C 0.021 -0.634 -0.803
C 1.567 -2.254 -2.170
C 0.493 0.604 -1.452
N -0.669 -2.906 -1.207
O -0.459 -0.769 0.376
H -1.716 3.189 3.561
H -2.434 3.227 1.512
H -0.762 1.184 4.475
H -2.005 1.460 -0.080
H 0.009 -0.875 2.932
H 3.289 -0.887 -2.840
H 2.464 1.052 -2.308
H 1.478 -2.759 -3.091
H 2.019 -2.789 -1.358
H 0.549 1.355 -0.768
H -0.299 0.924 -2.032
H -0.669 -3.888 -1.501
*
```


Record 11
A 3-piece molecular cluster, C12H13BCl4NO3 overall, computed with the ωB97M-V functional and the def2-TZVPD basis.

Values from the calculation:
Kohn-Sham gap: 4.84 eV
LUMO: 2.8 eV
HOMO: -1.99 eV

```
! wB97M-V def2-TZVPD RIJCOSX def2/J DEFGRID3
* xyz -1 1
Cl 2.633 1.650 2.419
B 2.318 0.085 1.512
Cl 3.117 0.160 -0.248
Cl 2.998 -1.390 2.420
O 0.866 -0.043 1.248
C 0.105 -1.098 1.180
C -1.341 -0.723 1.319
C -2.359 -1.680 1.512
C -3.644 -1.270 1.894
C -3.910 0.100 2.033
Cl -5.446 0.618 2.604
C -2.929 1.056 1.740
C -1.669 0.643 1.334
H 0.432 -2.045 1.643
H -2.133 -2.747 1.395
H -4.430 -1.992 2.099
H -3.155 2.111 1.836
H -0.917 1.394 1.104
O 1.092 0.098 -3.094
C 0.343 0.704 -2.421
C -0.217 -2.216 -1.021
C -0.316 -3.266 -2.019
C 1.097 -3.891 -2.013
C 1.883 -3.203 -0.884
N 0.992 -2.092 -0.419
O -0.405 1.325 -1.754
H -1.032 -1.539 -0.789
H -1.072 -4.000 -1.724
H -0.586 -2.875 -3.007
H 1.051 -4.972 -1.859
H 1.604 -3.692 -2.965
H 2.143 -3.883 -0.064
H 2.836 -2.781 -1.247
H 1.508 -1.195 -0.558
*
```


Record 12
A 2-piece molecular cluster, C12H13BF8NO5 overall, computed with the ωB97M-V functional and the def2-TZVPD basis.

Values from the calculation:
Kohn-Sham gap: 7.44 eV
LUMO: -6.4 eV
HOMO: -13.84 eV

```
! wB97M-V def2-TZVPD RIJCOSX def2/J DEFGRID3
* xyz 1 1
C -1.422 -1.140 -0.542
O -1.097 -2.095 0.562
B -0.675 -3.379 -0.102
O -1.534 -4.588 -0.068
N 0.682 -3.297 -0.834
C 1.758 -2.322 -0.323
C 3.200 -2.201 -1.146
C 3.488 -3.151 -2.483
C 4.935 -2.985 -3.236
O 5.514 -3.962 -3.942
O 5.628 -1.672 -3.053
C 2.274 -4.170 -2.916
C 0.854 -4.199 -2.039
H -2.223 -0.351 -0.207
H -0.450 -0.631 -0.993
H -1.894 -1.817 -1.403
H -2.097 -4.582 -0.912
H 1.591 -1.656 0.631
H 3.962 -1.417 -0.722
H 4.952 -0.933 -3.092
H 2.418 -4.848 -3.863
H -0.026 -4.916 -2.326
C -0.370 3.373 2.587
C -1.488 4.219 3.215
C -2.773 3.459 3.527
F -3.345 2.935 2.420
F -3.699 4.291 4.075
F -1.730 5.296 2.423
F -0.997 4.727 4.390
O -0.258 3.434 1.163
C -1.119 2.552 0.444
C -2.139 3.298 -0.426
F -2.923 4.120 0.315
F -2.975 2.429 -1.055
F -1.696 1.687 1.311
F -0.304 1.801 -0.346
H 0.575 3.793 2.949
H -0.366 2.340 2.956
H -2.593 2.652 4.243
H -1.638 3.905 -1.185
*
```